(1)
A structure of composition C25H28B2F4N5O4STl. Source: the Open Molecules 2025 dataset; level of theory: wB97M-V/def2-TZVPD.

ORCA input file:
```
! RIJCOSX wB97M-V def2-TZVPD def2/J DEFGRID3
* xyz 0 1
Tl -2.73 0.82 0.57
C -2.19 -1.79 -2.86
C -2.06 -0.92 -1.62
N -1.27 -1.04 0.84
O -1.81 -1.57 2.04
B -1.75 -0.68 3.26
F -0.79 0.31 3.04
F -1.53 -1.49 4.34
O -3.06 0.04 3.58
N -3.23 1.09 2.75
C -3.61 2.23 3.16
C -3.96 2.53 4.57
C -3.52 3.34 2.13
N -2.94 3.00 1.05
O -2.64 3.89 0.08
B -1.23 3.59 -0.53
F -0.49 3.00 0.49
F -0.77 4.79 -0.97
O -1.25 2.67 -1.70
N -1.74 1.45 -1.36
C -1.36 0.40 -1.96
C -0.31 0.42 -3.02
C -3.93 4.74 2.40
H -2.69 -2.73 -2.63
H -1.22 -2.01 -3.28
H -2.79 -1.26 -3.61
H -3.81 1.64 5.17
H -5.00 2.86 4.65
H -3.33 3.33 4.96
H 0.15 1.40 -3.05
H -0.73 0.19 -4.00
H 0.44 -0.33 -2.78
H -4.22 4.89 3.44
H -4.77 5.01 1.75
H -3.11 5.41 2.14
C 5.75 1.02 -1.28
C 5.64 -0.50 -1.44
C 5.34 -0.84 -2.91
C 6.99 -1.11 -1.08
C 4.51 -1.02 -0.55
C 4.73 -1.94 0.48
C 3.70 -2.40 1.29
C 2.42 -1.94 1.05
S 0.93 -2.30 1.89
C 0.14 -1.21 0.79
N 0.85 -0.62 -0.10
C 2.17 -1.02 0.02
C 3.22 -0.56 -0.77
C -1.99 -1.68 -0.28
C -2.10 -3.15 -0.19
C -3.28 -3.74 -0.40
C -4.49 -2.98 -0.73
C -4.48 -1.64 -0.82
C -3.23 -0.90 -0.64
H 6.56 1.41 -1.91
H 5.96 1.29 -0.24
H 4.83 1.52 -1.58
H 6.14 -0.47 -3.55
H 4.41 -0.38 -3.24
H 5.26 -1.92 -3.04
H 7.76 -0.71 -1.74
H 6.99 -2.20 -1.19
H 7.28 -0.87 -0.05
H 5.72 -2.31 0.67
H 3.90 -3.10 2.09
H 2.99 0.16 -1.55
H -1.23 -3.71 0.14
H -3.37 -4.81 -0.31
H -5.41 -3.52 -0.85
H -5.40 -1.09 -1.00
*
```

As for the total energy: -2564.15305 hartree. The HOMO energy is -8.64 eV. The value obtained for the orbital gap is 8.1 eV. Its relative energy (zero: lowest compared OMol25 entry of this formula, charge and spin) is 0.3915 eV.

---

(2)
A cluster of 2 separate species, C36H46F5O6S in total. Source: the Open Molecules 2025 dataset; level of theory: wB97M-V/def2-TZVPD.

ORCA input file:
```
! RIJCOSX wB97M-V def2-TZVPD def2/J DEFGRID3
* xyz -1 1
C -0.98 5.53 5.33
C -0.18 4.90 4.48
C 0.71 4.37 3.23
C -0.26 3.85 2.03
C -0.19 2.20 1.90
C -1.51 1.59 1.22
O -2.30 1.11 2.38
S -1.80 -0.39 2.93
O -0.73 -0.32 4.04
O -3.04 -0.82 3.74
C -1.23 -1.58 1.62
C -2.12 -2.88 1.36
C -2.92 -3.56 2.57
C -3.43 -5.02 2.01
C -0.69 -0.83 0.24
C 0.88 -0.60 0.61
O 1.68 0.28 -0.13
C 2.40 -0.19 -1.27
C 3.03 0.96 -2.23
C 2.18 1.13 -3.63
C -0.68 -1.80 -1.05
C 0.05 -3.18 -1.10
C -0.87 -4.47 -1.47
C -0.34 -5.93 -1.62
C 1.19 -6.27 -1.42
C 2.14 -5.06 -1.11
C 3.72 -5.38 -0.91
C 1.55 -3.61 -0.98
C -1.49 0.61 -0.04
C -0.92 1.38 -1.36
C -0.38 2.88 -1.22
O 0.88 3.04 -0.95
C -1.15 4.25 -1.51
C -2.12 5.04 -0.57
C -2.87 6.40 -0.98
C -2.62 7.03 -2.40
C -1.65 6.24 -3.37
C -0.90 4.90 -2.96
C -3.06 0.36 -0.41
F -3.79 -0.50 0.47
F -3.28 -0.26 -1.73
C -4.05 1.61 -0.52
F -4.51 2.15 0.76
F -3.77 2.62 -1.48
F -5.29 1.02 -1.03
H -1.32 6.04 6.32
H 1.35 3.51 3.66
H 1.43 5.20 2.91
H -1.34 4.14 2.33
H 0.02 4.38 1.05
H -0.04 1.90 3.01
H 0.81 2.02 1.40
H -2.06 2.58 0.91
H -0.28 -2.05 2.12
H -1.38 -3.75 1.08
H -2.86 -2.82 0.47
H -2.35 -3.65 3.56
H -3.93 -2.98 2.72
H -4.34 -4.76 1.34
H -2.66 -5.53 1.33
H -3.85 -5.69 2.85
H 1.44 -1.62 0.76
H 0.86 -0.23 1.73
H 1.79 -0.90 -1.98
H 3.31 -0.83 -0.92
H 3.16 1.96 -1.67
H 4.09 0.63 -2.56
H 1.97 0.09 -4.11
H 1.19 1.69 -3.44
H 2.82 1.75 -4.37
H -0.40 -1.25 -2.04
H -1.81 -2.05 -1.22
H -2.02 -4.32 -1.63
H -1.05 -6.79 -1.89
H 1.52 -7.37 -1.54
H 4.37 -4.96 -1.75
H 3.88 -6.53 -0.84
H 4.04 -4.97 0.12
H 2.31 -2.78 -0.76
H -1.69 1.48 -2.23
H -0.05 0.82 -1.89
H -2.38 4.63 0.46
H -3.60 6.92 -0.25
H -3.17 8.01 -2.69
H -1.51 6.71 -4.43
H -0.22 4.39 -3.73
C 5.71 -1.35 0.49
C 6.46 -2.64 0.09
O 5.70 -3.29 -0.79
H 4.75 -1.57 0.95
H 6.31 -0.79 1.21
H 5.54 -0.70 -0.38
H 6.70 -3.15 1.04
H 7.46 -2.31 -0.24
*
```

As for the total energy: -2747.52772 hartree. The HOMO energy is -3.02 eV. The value obtained for the orbital gap is 4.2 eV.

---

(3)
A cluster of 3 separate species, C6H16N2 in total. Source: the Open Molecules 2025 dataset; level of theory: wB97M-V/def2-TZVPD.

ORCA input file:
```
! RIJCOSX wB97M-V def2-TZVPD def2/J DEFGRID3
* xyz -1 2
C 1.83 -2.86 0.20
C 0.31 -2.77 -0.04
N -0.13 -1.39 0.17
C -1.43 -1.26 0.75
C 0.00 -0.54 -1.01
C 0.16 0.98 -0.88
N -0.33 1.62 0.10
C -0.46 5.55 0.61
H 2.42 -2.07 -0.28
H 1.93 -2.66 1.28
H 2.17 -3.84 -0.11
H 0.07 -3.01 -1.10
H -0.30 -3.43 0.57
H -1.49 -1.61 1.78
H -1.79 -0.22 0.65
H -2.27 -1.65 0.14
H 0.81 -1.03 -1.62
H -0.88 -0.76 -1.66
H 1.12 0.39 0.60
H 0.57 1.49 -1.77
H -0.24 4.68 1.22
H -0.84 6.31 1.27
H -1.03 5.18 -0.24
H 0.48 6.03 0.30
*
```

As for the total energy: -347.50886 hartree. The expectation value of S² is 0.76. The HOMO energy (spin up / spin down) is -1.38 / -1.62 eV. The value obtained for the orbital gap (spin up / spin down) is 5.3 / 5.5 eV. Its relative energy (zero: lowest compared OMol25 entry of this formula, charge and spin) is 4.0713 eV.

---

(4)
The molecule C6H4O. Source: the Open Molecules 2025 dataset; level of theory: wB97M-V/def2-TZVPD.

ORCA input file:
```
! RIJCOSX wB97M-V def2-TZVPD def2/J DEFGRID3
* xyz 0 1
C -0.27 -2.47 -0.84
C -0.10 -1.82 0.17
C 0.27 -0.55 0.72
C 0.90 0.26 -0.18
C 0.26 1.52 -0.10
C -0.61 1.43 0.94
O -0.61 0.18 1.47
H -0.44 -2.87 -1.81
H 1.56 -0.13 -0.92
H 0.31 2.31 -0.84
H -1.27 2.14 1.41
*
```

As for the total energy: -306.13195 hartree. As for the SMILES: C#Cc1ccco1. The HOMO energy is -8.36 eV. The value obtained for the orbital gap is 9.2 eV. Its relative energy (zero: lowest compared OMol25 entry of this formula, charge and spin) is 2.1655 eV.

---

(5)
A structure of composition CHI3. Source: the Open Molecules 2025 dataset; level of theory: wB97M-V/def2-TZVPD.

ORCA input file:
```
! RIJCOSX wB97M-V def2-TZVPD def2/J DEFGRID3
* xyz 0 1
C -0.19 -0.31 0.22
I 1.45 -1.06 -0.86
I 0.68 2.85 -0.72
I -1.98 -1.25 0.00
H 0.04 -0.23 1.35
*
```

As for the total energy: -931.66054 hartree. The HOMO energy (spin up / spin down) is -8.51 / -8.53 eV. The value obtained for the orbital gap (spin up / spin down) is 5.1 / 5.1 eV. Its relative energy (zero: lowest compared OMol25 entry of this formula, charge and spin) is 2.2774 eV.

---

(6)
A cluster of 2 separate species, C5H12Si2 in total. Source: the Open Molecules 2025 dataset; level of theory: wB97M-V/def2-TZVPD.

ORCA input file:
```
! RIJCOSX wB97M-V def2-TZVPD def2/J DEFGRID3
* xyz 0 1
C 2.56 0.82 0.02
C 1.41 0.42 0.03
C 0.64 -2.38 -0.13
C -1.20 -0.55 1.61
C -1.14 -0.08 -1.38
Si -0.11 4.20 -0.37
Si -0.06 -0.68 0.11
H 3.55 1.13 -0.08
H 1.13 -2.70 0.78
H 0.03 -3.15 -0.39
H 1.45 -2.46 -0.85
H -2.19 -0.99 1.56
H -0.61 -0.67 2.49
H -1.47 0.44 1.55
H -1.91 0.57 -1.00
H -0.64 0.43 -2.22
H -1.48 -1.02 -1.81
H 0.84 2.99 -0.70
H -0.80 3.68 0.77
*
```

As for the total energy: -776.53249 hartree. The HOMO energy is -8.36 eV. The value obtained for the orbital gap is 7.4 eV. Its relative energy (zero: lowest compared OMol25 entry of this formula, charge and spin) is 3.7572 eV.

---

(7)
A structure of composition C20H15Co2NO7S2. Source: the Open Molecules 2025 dataset; level of theory: wB97M-V/def2-TZVPD.

ORCA input file:
```
! RIJCOSX wB97M-V def2-TZVPD def2/J DEFGRID3
* xyz -2 1
C -3.32 -2.11 0.95
C -1.91 -1.98 1.49
N -1.26 -0.85 0.80
C 0.13 -0.79 0.72
S 1.10 -2.06 1.24
S 0.89 0.53 0.02
C -2.02 0.42 0.92
C -3.41 0.17 0.36
O -4.04 -0.89 1.07
H -3.26 -2.43 -0.10
H -3.89 -2.84 1.55
H -1.96 -1.82 2.59
H -1.32 -2.88 1.29
H -2.12 0.74 1.99
H -1.49 1.19 0.35
H -4.05 1.05 0.51
H -3.30 -0.07 -0.71
O 8.49 -0.86 -1.74
C 7.74 -0.71 -0.87
Co 6.56 -0.38 0.41
C 5.45 -1.76 0.51
O 4.63 -2.57 0.61
C 7.40 -0.44 1.96
O 7.87 -0.38 3.02
C 5.48 1.31 -0.38
C 5.38 1.16 1.01
C 4.41 0.60 1.85
C 4.33 0.81 3.26
C 3.57 -0.09 4.03
C 3.61 0.00 5.41
C 4.35 1.01 6.03
C 5.11 1.93 5.27
C 5.09 1.83 3.88
Co 6.55 2.69 0.13
C 7.76 2.63 -1.17
O 8.54 2.55 -2.01
C 7.44 3.02 1.58
O 7.99 3.19 2.60
C 5.43 4.04 -0.09
O 4.63 4.87 -0.18
H 4.61 1.30 -1.02
H 3.66 -0.04 1.34
H 3.01 -0.86 3.49
H 3.05 -0.73 6.00
H 4.36 1.10 7.12
H 5.71 2.71 5.73
H 5.68 2.50 3.25
*
```

As for the total energy: -4914.40926 hartree. The HOMO energy is -1.10 eV. The value obtained for the orbital gap is 5.4 eV. Its relative energy (zero: lowest compared OMol25 entry of this formula, charge and spin) is 0.0000 eV.

---

(8)
A cluster of 2 separate species, C8H18ClN in total. Source: the Open Molecules 2025 dataset; level of theory: wB97M-V/def2-TZVPD.

ORCA input file:
```
! RIJCOSX wB97M-V def2-TZVPD def2/J DEFGRID3
* xyz 1 2
Cl -2.69 1.58 3.08
C 2.70 1.36 -0.80
C 1.47 2.02 -0.03
C 0.54 1.10 0.75
N -0.33 0.02 -0.01
C -1.28 0.71 -1.04
C 0.34 -1.16 -0.67
C -0.39 -2.47 -0.36
C -1.58 -2.18 0.51
C -1.17 -0.75 1.07
H 2.39 0.85 -1.71
H 3.09 0.59 -0.13
H 3.44 2.14 -0.98
H 0.76 2.57 -0.65
H 1.87 2.70 0.72
H -0.16 1.59 1.42
H 1.25 0.45 1.26
H -1.49 1.68 -0.57
H -2.16 0.08 -1.13
H -0.79 1.10 -1.93
H 0.49 -0.98 -1.73
H 1.32 -1.17 -0.20
H -0.71 -2.90 -1.31
H 0.24 -3.20 0.14
H -2.46 -2.01 -0.10
H -1.87 -2.93 1.26
H -2.08 -0.15 1.08
H -0.74 -0.62 2.06
*
```

As for the total energy: -830.21889 hartree. The expectation value of S² is 0.75. The HOMO energy (spin up / spin down) is -15.52 / -15.07 eV. The value obtained for the orbital gap (spin up / spin down) is 13.0 / 7.8 eV. Its relative energy (zero: lowest compared OMol25 entry of this formula, charge and spin) is 0.7933 eV.